(1)
A structure of composition CH3Cl2NO2S, computed with the ωB97M-V functional and the def2-TZVPD basis.

ORCA input file:
```
! wB97M-V def2-TZVPD RIJCOSX def2/J DEFGRID3
* xyz 0 1
C 0.5756 -1.0134 0.0985
N -0.1229 -1.9407 0.3964
O -2.3691 -0.8845 -0.4234
O -1.7189 1.2493 0.5874
S -2.0695 0.5034 -0.6405
Cl 0.4911 0.0141 -1.3910
Cl 2.7915 2.5948 -0.1546
H 1.2692 -0.6146 0.8308
H 2.2310 2.1477 0.8720
H -1.0779 -2.0561 -0.1755
*
```

HOMO level ... -10.71 eV

(2)
The molecule CH3Cl2NO2S, computed with the ωB97M-V functional and the def2-TZVPD basis.

ORCA input file:
```
! wB97M-V def2-TZVPD RIJCOSX def2/J DEFGRID3
* xyz 0 1
C 0.8046 -0.9102 0.5125
N -1.6575 0.3526 -0.1414
O 0.3026 1.7278 0.6250
O 0.4480 0.5023 -1.5976
S 0.0323 0.5859 -0.2178
Cl 2.4992 -0.3031 0.8305
Cl 0.9814 -2.2727 -0.6264
H 0.6076 -1.1960 1.5657
H -2.0550 1.2474 0.1509
H -1.9631 0.2661 -1.1014
*
```

HOMO level ... -11.17 eV

Energy above the most stable structure, in hartree: (1) 0.0121; (2) 0.0000

(1)
The molecule C2HCl2NO, computed with the ωB97M-V functional and the def2-TZVPD basis.

ORCA input file:
```
! wB97M-V def2-TZVPD RIJCOSX def2/J DEFGRID3
* xyz 0 1
C 0.4897 -1.2216 0.2827
C 1.6273 -1.8341 1.6504
N 0.1126 -0.0582 0.4180
O 2.0223 -2.9169 1.7588
Cl 0.1919 -2.3531 -0.9794
Cl 2.0319 -0.5446 2.6842
H -0.2230 0.2030 -0.5755
*
```

HOMO level ... -10.37 eV

(2)
A cluster of 2 separate species, C2HCl2NO in total, computed with the ωB97M-V functional and the def2-TZVPD basis.

ORCA input file:
```
! wB97M-V def2-TZVPD RIJCOSX def2/J DEFGRID3
* xyz 0 1
C -0.0935 0.7622 0.9616
C -0.6443 -0.2530 0.0702
N 0.3909 1.5595 1.5947
O 1.3826 0.0192 -0.5676
Cl -0.7300 -1.7708 0.7152
Cl -1.5584 0.1380 -1.3050
H 1.2526 -0.4551 -1.4690
*
```

HOMO level (alpha / beta) ... -10.55 / -10.52 eV

Energy above the most stable structure, in hartree: (1) 0.0000; (2) 0.0970

(1)
A structure of composition C32H24Br2F5N3O3SSiV, computed with the ωB97M-V functional and the def2-TZVPD basis.

ORCA input file:
```
! wB97M-V def2-TZVPD RIJCOSX def2/J DEFGRID3
* xyz -2 4
V 0.0890 -0.4490 0.6594
Br 7.4894 3.7235 -5.4983
C 6.3596 4.3497 -4.0911
C 6.8379 5.2888 -3.1899
C 6.0083 5.7586 -2.1829
C 4.6821 5.3015 -2.0281
C 4.2415 4.3200 -2.9531
C 5.0651 3.8662 -3.9736
N 3.8851 5.9559 -1.1048
N 2.7477 5.4015 -0.6742
C 2.6543 4.0365 -0.4770
C 3.6922 3.1133 -0.3597
C 3.4726 1.7595 0.0087
C 2.2160 1.2685 0.2052
O 1.8970 -0.0036 0.5651
C 1.1335 2.1637 0.0328
N -0.1103 1.6021 0.1777
C -1.1704 2.3784 0.1120
C -1.0735 3.7609 -0.0912
C 0.1641 4.3274 -0.2749
C 1.3188 3.5313 -0.2383
H 7.8558 5.6494 -3.2726
H 6.3708 6.5000 -1.4779
H 3.2330 3.9382 -2.8713
H 4.6976 3.1321 -4.6790
H 4.7053 3.4564 -0.5069
H 4.3146 1.0929 0.1545
H -2.1300 1.8836 0.2145
H -1.9743 4.3605 -0.1086
H 0.2829 5.3903 -0.4461
Br -1.2953 -5.5706 -4.9171
C -1.6651 -4.1976 -3.6625
C -2.9775 -3.9339 -3.3227
C -3.2365 -2.9299 -2.3933
C -2.2036 -2.2182 -1.8146
C -0.8998 -2.4977 -2.1734
C -0.6163 -3.4920 -3.1076
C -2.5650 -1.2255 -0.7114
O -3.7142 -0.8825 -0.5527
O -1.5649 -0.8525 0.0332
H -3.7823 -4.5059 -3.7639
H -4.2508 -2.6980 -2.0914
H -0.0758 -1.9662 -1.7206
H 0.4054 -3.7173 -3.3783
C -2.5493 -1.9986 3.2054
Si -1.8644 -0.2824 3.4373
C -3.0914 0.9627 2.7798
C -1.7910 -0.0061 5.2995
C -0.2147 -0.0741 2.7099
H -3.2390 -2.2659 4.0140
H -1.7324 -2.7272 3.1854
H -3.0832 -2.0824 2.2516
H -3.9600 1.0480 3.4435
H -3.4461 0.6543 1.7892
H -2.6302 1.9532 2.6913
H -2.7729 -0.1648 5.7692
H -1.4641 1.0154 5.5329
H -1.0780 -0.7007 5.7612
H 0.4773 -0.7690 3.2013
H 0.1360 0.9493 2.9064
F -0.6523 -8.0908 -0.6806
C -0.2253 -6.8756 -0.2889
C 1.1108 -6.6374 -0.0745
F 1.9980 -7.6336 -0.2646
C 1.5405 -5.3858 0.3265
F 2.8654 -5.2419 0.4909
C 0.6862 -4.3067 0.5473
S 1.3430 -2.7412 1.0227
C -0.6616 -4.6057 0.3361
F -1.6112 -3.6783 0.5421
C -1.1132 -5.8453 -0.0813
F -2.4272 -6.0598 -0.2711
*
```

HOMO level (alpha / beta) ... -1.12 / -2.08 eV
<S²> ... 3.809

(2)
A structure of composition C32H24Br2F5N3O3SSiV, computed with the ωB97M-V functional and the def2-TZVPD basis.

ORCA input file:
```
! wB97M-V def2-TZVPD RIJCOSX def2/J DEFGRID3
* xyz -2 4
V 0.9989 1.4741 -0.6685
Br -3.6796 -0.7332 6.0331
C -3.9805 -1.3297 4.2447
C -4.0523 -2.6902 3.9754
C -4.2730 -3.1135 2.6811
C -4.4153 -2.2054 1.6072
C -4.3384 -0.8283 1.9265
C -4.1281 -0.4029 3.2258
N -4.6999 -2.7432 0.3768
N -4.5754 -2.0215 -0.7260
C -3.5625 -1.1097 -0.8833
C -3.8113 0.0147 -1.6724
C -2.8657 1.0225 -1.8782
C -1.5969 0.9252 -1.3524
O -0.6566 1.8971 -1.4262
C -1.2879 -0.2192 -0.5992
N -0.0199 -0.2493 -0.0829
C 0.3882 -1.3112 0.5880
C -0.4410 -2.4171 0.7865
C -1.7351 -2.3823 0.3204
C -2.2186 -1.2562 -0.3695
H -3.9338 -3.4101 4.7751
H -4.3413 -4.1709 2.4555
H -4.4552 -0.0869 1.1488
H -4.0724 0.6561 3.4430
H -4.8085 0.1138 -2.0830
H -3.1260 1.9079 -2.4473
H 1.4106 -1.3177 0.9420
H -0.0435 -3.2816 1.2989
H -2.3906 -3.2300 0.4666
Br 3.2253 6.1496 -5.7259
C 3.4431 4.7685 -4.4320
C 4.5953 4.7412 -3.6641
C 4.7501 3.7303 -2.7291
C 3.7603 2.7724 -2.5438
C 2.6172 2.8220 -3.3316
C 2.4513 3.8166 -4.2859
C 3.9766 1.7028 -1.4846
O 5.1096 1.3856 -1.1945
O 2.8940 1.2318 -0.9499
H 5.3579 5.4959 -3.7989
H 5.6469 3.6632 -2.1277
H 1.8470 2.0672 -3.2231
H 1.5636 3.8478 -4.9019
C -1.6480 2.3980 2.0128
Si 0.1676 2.8138 2.2588
C 1.0069 1.4350 3.2217
C 0.2543 4.3608 3.3477
C 1.0142 3.0857 0.6325
H -2.1924 2.4519 2.9593
H -1.7806 1.3894 1.6115
H -2.1131 3.0905 1.3067
H 0.5079 1.2618 4.1786
H 2.0524 1.6813 3.4240
H 0.9903 0.4929 2.6686
H -0.2560 4.2074 4.3025
H -0.2135 5.2131 2.8477
H 1.2933 4.6277 3.5573
H 2.0636 3.3620 0.7945
H 0.5101 3.8883 0.0810
F 1.5071 -7.6608 -2.5315
C 1.8985 -6.4273 -2.1480
C 1.8907 -6.0622 -0.8152
F 1.4866 -6.9552 0.1101
C 2.2962 -4.7976 -0.4375
F 2.2511 -4.5263 0.8803
C 2.7415 -3.8148 -1.3389
S 3.2677 -2.2510 -0.8415
C 2.7186 -4.2355 -2.6802
F 3.1126 -3.3974 -3.6534
C 2.3162 -5.4945 -3.0790
F 2.3294 -5.8332 -4.3839
*
```

HOMO level (alpha / beta) ... -1.17 / -2.04 eV
<S²> ... 3.806

Energy above the most stable structure, in hartree: (1) 0.0000; (2) 0.0375

(1)
The molecule C3H6N4S, computed with the ωB97M-V functional and the def2-TZVPD basis.

ORCA input file:
```
! wB97M-V def2-TZVPD RIJCOSX def2/J DEFGRID3
* xyz 0 1
C 1.4326 -2.0073 0.5551
C 0.2984 -0.0101 0.5806
C -1.3805 1.7874 -0.9373
H 2.0492 -2.6589 1.2205
H 0.6444 -2.6967 0.1388
H 2.1442 -1.8288 -0.2762
H 0.3737 -0.8495 -1.2775
H -1.8498 2.5222 -1.6027
H -2.2119 2.4923 0.8706
N 1.0032 -0.8167 1.2212
N -0.1265 -0.1468 -0.7226
N -0.6648 0.8872 -1.5512
N -1.5717 1.8390 0.4233
S -0.1404 1.4866 1.3574
*
```

HOMO level ... -8.62 eV

(2)
The molecule C3H6N4S, computed with the ωB97M-V functional and the def2-TZVPD basis.

ORCA input file:
```
! wB97M-V def2-TZVPD RIJCOSX def2/J DEFGRID3
* xyz 0 1
C -1.3100 -1.6654 0.2013
C -0.2080 0.4398 1.0145
C 2.0644 2.0793 -0.7381
H -0.2250 -0.7263 -1.2270
H -0.9012 -2.3134 -1.6653
H -1.6534 -0.7686 1.8948
H -0.0177 0.9467 1.9708
H 2.2350 1.3056 -1.4750
H 2.6963 2.9447 -0.7700
N -0.7303 -1.5801 -0.9674
N -1.0788 -0.6308 1.0545
N 0.3317 0.8493 -0.0527
N 1.0660 2.0458 0.0811
S -2.2691 -2.9266 0.6786
*
```

HOMO level ... -8.44 eV

(3)
The molecule C3H6N4S, computed with the ωB97M-V functional and the def2-TZVPD basis.

ORCA input file:
```
! wB97M-V def2-TZVPD RIJCOSX def2/J DEFGRID3
* xyz 0 1
C -1.0158 -0.2418 -0.1073
C -0.4895 1.0375 0.1720
C 0.8736 0.9361 -0.2575
H -2.3885 -1.4293 0.6082
H -3.1745 -0.0055 -0.1144
H -0.9709 1.8709 0.8583
H 1.5211 2.6813 -0.2739
H 2.5213 -1.4207 1.3711
H -0.2631 -1.8021 -1.1257
N -2.3500 -0.7185 -0.1698
N 1.8736 1.7530 -0.2601
N 1.1662 -0.4144 -0.4479
N -0.0462 -1.2443 -0.2326
S 2.7427 -1.0020 -0.0204
*
```

HOMO level ... -8.22 eV

Energy above the most stable structure, in hartree: (1) 0.0370; (2) 0.0000; (3) 0.0706

(1)
The molecule C4H6O3S, computed with the ωB97M-V functional and the def2-TZVPD basis.

ORCA input file:
```
! wB97M-V def2-TZVPD RIJCOSX def2/J DEFGRID3
* xyz 0 1
C 0.1475 -1.2310 -0.5559
C 0.3336 0.2999 -0.8620
C -0.6726 -0.2649 0.1347
C -2.0750 0.3806 -0.4201
H 1.0155 -1.8984 1.1929
H -0.0747 -1.8892 -1.5240
H -0.3299 0.6258 -1.7824
H 2.1813 -0.3093 -0.5022
H -0.6507 0.8984 1.9534
H -2.4042 0.9034 -1.5405
O 1.1637 -1.9862 0.1893
O -0.5566 -0.1250 1.4578
O -2.6436 0.8285 0.5419
S 1.8846 1.0515 -0.3181
*
```

HOMO level ... -8.85 eV

(2)
The molecule C4H6O3S, computed with the ωB97M-V functional and the def2-TZVPD basis.

ORCA input file:
```
! wB97M-V def2-TZVPD RIJCOSX def2/J DEFGRID3
* xyz 0 1
C 0.7783 2.2597 0.1926
C 0.3043 0.8669 0.4729
C -1.2149 -0.8446 -0.3042
C -0.2996 -2.0814 -0.4760
H 1.1722 2.3058 -0.8603
H 1.5626 2.5652 0.9139
H -0.1313 2.9281 0.1331
H -1.7256 -0.8930 0.6652
H -1.9008 -0.9121 -1.1744
H 1.0354 -1.4542 0.8854
O 0.6753 0.2043 1.4242
O -0.5195 0.4060 -0.4706
O 0.8806 -2.1156 0.1824
S -0.6171 -3.2352 -1.5843
*
```

HOMO level ... -8.84 eV

(3)
A structure of composition C4H6O3S, computed with the ωB97M-V functional and the def2-TZVPD basis.

ORCA input file:
```
! wB97M-V def2-TZVPD RIJCOSX def2/J DEFGRID3
* xyz 0 1
C -0.8791 0.3926 -0.6839
C -0.3625 1.1156 0.2724
C -0.2969 -0.9476 -1.0380
C 1.3175 0.3021 0.9560
O 2.1722 -1.7121 -0.5003
O 0.5338 -2.2871 1.2034
O 1.4892 0.3108 2.2891
S 1.0299 -1.3140 0.2210
H -1.8389 0.8051 -1.2817
H -0.5004 1.9881 0.8766
H -1.1313 -1.6893 -0.8964
H 0.2165 -1.0558 -2.0816
H 2.1643 0.8866 0.5648
H 0.7807 -0.2099 2.6645
*
```

HOMO level ... -9.56 eV

Energy above the most stable structure, in hartree: (1) 0.1734; (2) 0.0000; (3) 0.1218

(1)
A structure of composition C4H6O3S, computed with the ωB97M-V functional and the def2-TZVPD basis.

ORCA input file:
```
! wB97M-V def2-TZVPD RIJCOSX def2/J DEFGRID3
* xyz 0 1
C 0.8472 -1.2039 0.0044
C 0.5525 0.0810 -0.7948
C -0.3219 1.6575 0.1563
C -0.8875 0.5650 -0.6903
H 0.9544 -0.2803 1.7668
H 1.9386 -1.4880 -0.0432
H 0.3825 -2.1158 -0.4803
H 1.0448 0.0299 -1.7691
H -1.3451 0.9386 -1.6011
H -1.7337 -0.6574 1.2980
O 0.4100 -0.9537 1.3660
O 1.0314 1.2914 -0.1776
O -0.6262 2.5115 0.9046
S -2.2472 -0.3759 0.0604
*
```

HOMO level ... -9.58 eV

(2)
The molecule C4H6O3S, computed with the ωB97M-V functional and the def2-TZVPD basis.

ORCA input file:
```
! wB97M-V def2-TZVPD RIJCOSX def2/J DEFGRID3
* xyz 0 1
C 0.4427 1.6646 0.3335
C 0.0988 0.0269 0.3087
C 1.3496 -0.8076 0.0038
C -1.1552 -0.4643 -0.3304
H 0.7439 2.0124 -0.6861
H -0.5378 2.0953 0.5941
H 1.4829 1.5628 1.0537
H 0.0019 -0.2963 1.3352
H 0.0178 -2.2296 0.3607
H -2.7125 -0.1391 -1.3002
O 1.0297 -1.9955 0.1184
O -2.0708 0.4412 -0.8187
O -1.3314 -1.6970 -0.2420
S 2.6402 -0.1736 -0.7306
*
```

HOMO level ... -8.59 eV

Energy above the most stable structure, in hartree: (1) 0.0000; (2) 0.0266